Entry 1:
Molecular formula: C15H30O15
Method: DFT, the ωB97M-V functional and the def2-TZVPD basis

Results
LUMO level	0.5	eV
Kohn-Sham gap	10.58	eV
structure (SMILES)	COC(=O)OC.COC(=O)OC.COC(=O)OC.COC(=O)OC.COC(=O)OC
ΔE to the lowest compared entry with this formula, charge and spin	214.5	kcal per mole
net charge	0
E_HOMO	-0.3695	Eh

Last columns: bonded neighbours and bond lengths (Å).
Atoms and positions in Å:
1 C 50.10 8.67 29.98  O2 1.490, H7 1.019, H8 1.006, H9 1.099
2 O 49.92 7.19 30.09  C1 1.490, C3 1.388
3 C 49.40 6.42 29.07  O2 1.388, O4 1.278, O5 1.345
4 O 49.12 7.04 27.99  C3 1.278
5 O 49.23 5.11 29.32  C3 1.345, C6 1.442
6 C 48.46 4.35 28.37  O5 1.442, H10 1.197, H11 1.034, H12 1.172
7 H 49.86 9.20 30.81  C1 1.019
8 H 49.67 9.02 29.14  C1 1.006
9 H 51.18 8.71 30.16  C1 1.099
10 H 47.32 4.68 28.57  C6 1.197
11 H 48.53 3.32 28.47  C6 1.034
12 H 48.65 4.46 27.22  C6 1.172
13 C 44.20 1.24 25.65  O14 1.368, H19 1.175, H20 1.269, H21 1.213
14 O 44.76 0.42 26.58  C13 1.368, C15 1.317
15 C 45.56 0.89 27.52  O14 1.317, O16 1.172, O17 1.312
16 O 46.14 1.91 27.50  C15 1.172
17 O 45.84 -0.01 28.43  C15 1.312, C18 1.452
18 C 46.77 0.30 29.50  O17 1.452, H22 1.080, H23 1.066, H24 1.093
19 H 45.06 1.76 25.04  C13 1.175
20 H 43.54 2.20 26.16  C13 1.269
21 H 43.60 0.55 24.85  C13 1.213
22 H 47.78 0.23 29.11  C18 1.080
23 H 46.61 -0.30 30.36  C18 1.066
24 H 46.55 1.22 30.05  C18 1.093
25 C 49.71 8.60 34.97  O26 1.448, H31 1.109, H32 1.049, H33 1.130
26 O 50.23 8.92 33.66  C25 1.448, C27 1.448
27 C 51.46 9.68 33.57  O26 1.448, O28 1.247, O29 1.401
28 O 52.17 10.01 34.54  C27 1.247
29 O 51.68 10.01 32.23  C27 1.401, C30 1.412
30 C 52.81 10.83 32.03  O29 1.412, H34 1.091, H35 0.953, H36 1.221
31 H 49.66 9.57 35.49  C25 1.109
32 H 50.13 7.78 35.47  C25 1.049
33 H 48.78 8.05 34.62  C25 1.130
34 H 52.96 10.88 30.95  C30 1.091
35 H 53.63 10.54 32.43  C30 0.953
36 H 52.30 11.84 32.49  C30 1.221
37 C 56.36 8.03 29.58  O38 1.453, H43 1.252, H44 1.162, H45 1.035
38 O 55.81 7.05 30.50  C37 1.453, C39 1.268
39 C 54.60 7.18 30.84  O38 1.268, O40 1.270, O41 1.369
40 O 53.75 8.10 30.65  C39 1.270
41 O 54.16 6.12 31.59  C39 1.369, C42 1.313
42 C 52.94 6.06 32.08  O41 1.313, H46 1.318, H47 1.099, H48 1.191
43 H 55.81 7.65 28.53  C37 1.252
44 H 57.49 7.80 29.42  C37 1.162
45 H 56.22 9.02 29.83  C37 1.035
46 H 52.66 4.93 32.69  C42 1.318
47 H 52.15 5.92 31.33  C42 1.099
48 H 52.85 6.94 32.87  C42 1.191
49 C 44.01 2.73 34.68  O50 1.351, H55 1.022, H56 1.053, H57 1.226
50 O 44.01 3.58 33.64  C49 1.351, C51 1.388
51 C 44.47 3.36 32.34  O50 1.388, O52 1.223, O53 1.296
52 O 44.83 2.24 32.00  C51 1.223
53 O 44.33 4.29 31.45  C51 1.296, C54 1.352
54 C 44.98 4.07 30.29  O53 1.352, H58 1.215, H59 1.202, H60 1.087
55 H 43.45 1.98 34.28  C49 1.022
56 H 43.72 3.16 35.60  C49 1.053
57 H 44.98 2.08 35.04  C49 1.226
58 H 44.91 4.86 29.37  C54 1.215
59 H 44.71 2.99 29.85  C54 1.202
60 H 46.05 4.02 30.45  C54 1.087

=====

Entry 2:
Molecular formula: C15H30O15
Method: DFT, the ωB97M-V functional and the def2-TZVPD basis

Results
LUMO level	0.6	eV
Kohn-Sham gap	11.02	eV
structure (SMILES)	COC(=O)OC.COC(=O)OC.COC(=O)OC.COC(=O)OC.COC(=O)OC
ΔE to the lowest compared entry with this formula, charge and spin	71.0	kcal per mole
net charge	0
E_HOMO	-0.3840	Eh

Last columns: bonded neighbours and bond lengths (Å).
Atoms and positions in Å:
1 C 0.80 -1.58 -7.14  O2 1.452, H7 1.090, H8 1.090, H9 1.090
2 O 1.46 -0.33 -6.81  C1 1.452, C3 1.339
3 C 1.70 -0.05 -5.52  O2 1.339, O4 1.261, O5 1.330
4 O 1.68 -0.86 -4.56  C3 1.261
5 O 2.09 1.22 -5.59  C3 1.330, C6 1.415
6 C 2.39 1.94 -4.41  O5 1.415, H10 1.090, H11 1.090, H12 1.090
7 H -0.18 -1.69 -6.67  C1 1.090
8 H 1.50 -2.40 -7.02  C1 1.090
9 H 0.56 -1.50 -8.20  C1 1.090
10 H 1.71 1.65 -3.61  C6 1.090
11 H 2.23 3.00 -4.59  C6 1.090
12 H 3.40 1.71 -4.08  C6 1.090
13 C -0.59 -0.94 9.43  O14 1.459, H19 1.090, H20 1.090, H21 1.090
14 O -0.27 -0.81 8.02  C13 1.459, C15 1.372
15 C 0.44 0.29 7.60  O14 1.372, O16 1.254, O17 1.392
16 O 0.99 1.23 8.23  C15 1.254
17 O 0.66 0.14 6.24  C15 1.392, C18 1.428
18 C 1.50 1.12 5.63  O17 1.428, H22 1.090, H23 1.090, H24 1.090
19 H -1.06 -1.88 9.71  C13 1.090
20 H -1.30 -0.13 9.64  C13 1.090
21 H 0.31 -0.67 9.99  C13 1.090
22 H 1.03 2.11 5.58  C18 1.090
23 H 1.83 0.86 4.62  C18 1.090
24 H 2.44 1.17 6.17  C18 1.090
25 C -1.45 -3.42 -0.20  O26 1.480, H31 1.090, H32 1.090, H33 1.090
26 O -2.77 -3.00 -0.73  C25 1.480, C27 1.373
27 C -2.94 -1.80 -1.39  O26 1.373, O28 1.222, O29 1.270
28 O -2.08 -0.95 -1.56  C27 1.222
29 O -4.13 -1.91 -1.82  C27 1.270, C30 1.414
30 C -4.60 -0.91 -2.70  O29 1.414, H34 1.090, H35 1.090, H36 1.090
31 H -1.55 -3.13 0.85  C25 1.090
32 H -0.57 -2.85 -0.50  C25 1.090
33 H -1.25 -4.49 -0.21  C25 1.090
34 H -4.92 0.00 -2.21  C30 1.090
35 H -5.53 -1.18 -3.21  C30 1.090
36 H -3.90 -0.70 -3.51  C30 1.090
37 C -1.72 2.58 -2.77  O38 1.377, H43 1.090, H44 1.090, H45 1.090
38 O -0.37 2.51 -2.53  C37 1.377, C39 1.363
39 C 0.14 3.04 -1.38  O38 1.363, O40 1.215, O41 1.272
40 O -0.46 3.45 -0.41  C39 1.215
41 O 1.39 2.78 -1.42  C39 1.272, C42 1.469
42 C 2.24 2.77 -0.22  O41 1.469, H46 1.090, H47 1.090, H48 1.090
43 H -2.15 2.08 -3.64  C37 1.090
44 H -1.90 3.66 -2.83  C37 1.090
45 H -2.30 2.19 -1.94  C37 1.090
46 H 1.69 2.95 0.70  C42 1.090
47 H 3.17 3.35 -0.27  C42 1.090
48 H 2.56 1.74 -0.09  C42 1.090
49 C 1.00 -0.67 -1.39  O50 1.423, H55 1.090, H56 1.090, H57 1.090
50 O 0.62 -0.27 -0.08  C49 1.423, C51 1.326
51 C 0.74 -1.09 0.95  O50 1.326, O52 1.253, O53 1.387
52 O 1.12 -2.28 0.82  C51 1.253
53 O 0.53 -0.43 2.15  C51 1.387, C54 1.417
54 C 0.26 -1.16 3.34  O53 1.417, H58 1.090, H59 1.090, H60 1.090
55 H 0.25 -1.32 -1.84  C49 1.090
56 H 1.97 -1.16 -1.39  C49 1.090
57 H 1.13 0.17 -2.06  C49 1.090
58 H -0.34 -0.59 4.05  C54 1.090
59 H 1.18 -1.56 3.77  C54 1.090
60 H -0.34 -2.00 3.00  C54 1.090

=====

no.,DFT total energy (eV),F_max (eV/Å)
1,-46744.91897,9.4
2,-46751.14487,4.6